131
Properties=species:S:1:pos:R:3:forces:R:3:mulliken_spin:R:1 method="wB97M-V/def2-TZVPD" e_lumo_ev="-0.3 / -0.4" mol_weight_g_mol=1223.359 s_squared=8.761 homo_lumo_gap_ev="6.072 / 7.069" multiplicity=6 energy_ev=-168835.1878 e_above_lowest_ev=0.000
Mn -0.4498 1.5438 0.3697 0.086 -0.199 1.128 4.81
C 6.2522 -0.2830 0.1770 -0.031 0.051 0.054 0.00
C 6.1985 0.7137 1.3107 -0.027 -0.145 -0.057 0.00
C 7.2975 0.9336 2.1325 0.044 0.002 0.012 0.00
C 7.2553 1.8550 3.1712 -0.010 -0.018 -0.021 0.00
C 6.1059 2.6021 3.3756 -0.013 -0.005 0.015 0.00
C 4.9999 2.4146 2.5591 -0.052 0.034 -0.058 0.00
C 5.0321 1.4533 1.5521 -0.138 -0.129 -0.038 0.00
N 3.9196 1.2198 0.7026 0.095 0.271 0.194 0.01
C 2.5757 1.1668 1.0036 0.114 -0.477 -0.046 0.07
N 2.2838 0.9848 2.3030 -0.166 0.246 -0.007 -0.01
C 1.0552 0.8956 3.0420 0.115 -0.037 -0.093 -0.10
C -0.2036 1.0186 2.4461 0.071 -0.090 0.137 0.23
C -1.2690 0.8655 3.3436 0.145 -0.037 0.160 -0.15
C -1.1201 0.6357 4.7047 -0.106 0.035 -0.077 0.00
C 0.1536 0.5410 5.2349 -0.024 -0.052 0.095 0.01
C 1.2601 0.6604 4.4112 0.203 0.002 0.056 0.00
C 2.6467 0.5674 5.0069 -0.069 -0.004 -0.025 0.00
N 1.6932 1.1265 0.0411 -0.160 0.660 -0.511 0.02
C 2.1836 1.2260 -1.3009 0.141 -0.103 -0.001 0.03
C 2.1657 0.0572 -2.0654 0.136 -0.005 -0.058 0.00
C 2.6598 0.0293 -3.3608 -0.012 -0.080 -0.012 0.00
C 3.1695 1.1897 -3.9258 -0.004 0.088 0.000 0.01
C 3.1641 2.3626 -3.1840 0.001 0.003 0.086 0.00
C 2.6771 2.4140 -1.8741 -0.063 0.035 0.003 -0.06
C 2.6739 3.7392 -1.1505 0.042 -0.043 -0.160 0.01
H 7.1675 -0.8754 0.2248 -0.067 0.063 0.006 0.00
H 6.2373 0.2215 -0.7980 -0.008 -0.063 0.097 0.00
H 5.3969 -0.9671 0.2043 0.093 0.077 -0.007 0.00
H 8.2048 0.3626 1.9584 -0.079 0.032 0.003 0.00
H 8.1189 1.9946 3.8102 -0.030 0.000 -0.048 0.00
H 6.0672 3.3471 4.1610 0.001 -0.030 -0.033 0.00
H 4.1210 3.0380 2.6791 -0.044 -0.060 0.009 0.00
H 4.1272 1.0780 -0.2698 0.026 0.015 -0.156 0.00
H 3.0994 0.9579 2.8842 0.169 0.052 0.106 0.00
H -2.2827 0.9210 2.9828 -0.287 0.064 -0.186 -0.01
H -1.9912 0.5449 5.3487 0.095 -0.015 -0.085 0.00
H 0.2959 0.3729 6.2979 0.014 0.000 -0.062 0.00
H 2.5837 0.2923 6.0581 0.008 0.008 0.013 0.00
H 3.1743 1.5264 4.9505 0.009 -0.057 -0.014 0.00
H 3.2682 -0.1900 4.5123 -0.041 0.034 0.052 0.00
H 1.7720 -0.8473 -1.6173 0.000 0.008 0.016 -0.01
H 2.6508 -0.9018 -3.9213 -0.019 0.088 0.059 0.00
H 3.5578 1.1868 -4.9392 -0.033 0.009 0.093 0.00
H 3.5451 3.2808 -3.6262 -0.044 -0.106 0.047 0.00
H 2.0281 4.4539 -1.6740 0.103 -0.081 0.071 0.01
H 3.6803 4.1692 -1.1238 -0.085 -0.047 0.004 0.00
H 2.3137 3.6683 -0.1291 0.015 -0.069 0.040 -0.01
N -0.1158 -0.2730 -6.2657 0.040 -0.205 0.019 0.00
C -0.0230 1.0012 -5.8075 -0.056 -0.225 0.424 0.00
O 0.2979 1.9227 -6.5181 0.093 0.419 -0.267 0.00
C -0.3751 1.2229 -4.3526 0.080 0.039 -0.350 0.00
C -0.2099 2.4890 -3.8285 0.015 0.540 0.012 -0.01
C -0.5156 2.7248 -2.4977 0.184 0.434 -0.178 0.05
N -0.9819 1.7754 -1.6883 0.033 -0.232 -0.495 -0.04
C -1.1660 0.5643 -2.2098 -0.295 -0.451 -0.335 0.08
C -0.8691 0.2429 -3.5224 -0.270 -0.445 0.274 -0.01
H 0.2084 -0.4255 -7.2061 -0.004 -0.035 0.009 0.00
H -0.1553 -1.0641 -5.6451 -0.007 0.073 -0.038 0.00
H 0.1575 3.2825 -4.4709 -0.026 -0.076 0.132 0.00
H -0.3862 3.7075 -2.0482 0.058 -0.084 -0.074 -0.01
H -1.6083 -0.1740 -1.5575 0.053 -0.109 0.088 0.01
H -1.0448 -0.7760 -3.8496 -0.018 0.038 0.075 0.00
Cl 1.4472 4.3744 2.3290 -0.041 -0.136 -0.103 0.01
Si -0.3281 3.9971 1.1809 0.045 0.669 0.306 -0.08
Cl -0.2808 5.7141 -0.1070 -0.055 -0.008 -0.090 0.01
Cl -1.7553 4.6726 2.6168 -0.023 -0.147 -0.143 0.01
O -2.6048 0.5382 0.3388 -0.500 0.149 -0.049 -0.05
S -3.9980 0.6511 0.9237 0.436 0.005 0.147 -0.01
C -4.3095 2.4157 1.3373 -0.195 -0.160 -0.178 0.00
C -4.7590 3.3218 0.2303 0.082 -0.082 -0.062 -0.01
C -6.0859 3.7284 0.1312 -0.057 -0.013 -0.010 0.00
C -6.4984 4.5419 -0.9180 -0.025 -0.028 0.038 0.00
C -5.5862 4.9550 -1.8798 0.061 -0.019 0.022 0.00
C -4.2559 4.5616 -1.7820 0.006 -0.032 0.017 0.00
C -3.8467 3.7521 -0.7310 -0.029 0.017 -0.023 0.02
C -5.1593 0.4445 -0.4392 -0.052 0.031 0.101 0.00
C -5.1655 -0.9677 -0.9585 0.007 -0.062 -0.022 0.00
C -5.3659 -2.0502 -0.1017 -0.007 0.062 0.044 0.00
C -5.4133 -3.3442 -0.5983 -0.015 0.006 -0.053 0.00
C -5.2924 -3.5688 -1.9650 0.010 0.051 0.021 0.00
C -5.1022 -2.4960 -2.8254 0.003 0.021 -0.012 0.00
C -5.0190 -1.2036 -2.3227 0.036 0.071 0.011 0.00
H -3.3499 2.7273 1.7395 0.168 0.061 0.191 0.00
H -5.0311 2.3739 2.1581 0.047 0.039 -0.062 0.00
H -6.8008 3.4138 0.8871 0.043 0.027 -0.067 0.00
H -7.5346 4.8566 -0.9810 0.083 -0.023 0.013 0.00
H -5.9065 5.5933 -2.6952 0.016 -0.041 0.049 0.00
H -3.5309 4.8928 -2.5191 -0.069 -0.020 0.083 0.00
H -2.8107 3.4494 -0.6441 0.062 0.023 -0.023 0.01
H -4.8998 1.1706 -1.2089 -0.038 0.002 -0.055 0.00
H -6.1320 0.7133 -0.0094 0.058 0.031 -0.090 0.00
H -5.4866 -1.8769 0.9656 0.024 -0.020 -0.134 0.00
H -5.5522 -4.1781 0.0799 0.010 0.050 -0.028 0.00
H -5.3443 -4.5777 -2.3547 0.003 0.018 0.004 0.00
H -5.0172 -2.6613 -3.8947 0.004 0.006 0.090 0.00
H -4.8546 -0.3644 -2.9953 -0.035 -0.114 0.077 0.00
C -0.6517 -4.0047 -3.8045 -0.045 0.069 0.015 0.00
C 0.6302 -3.9492 -3.2711 -0.027 0.070 0.067 0.00
C 0.8269 -3.4541 -1.9847 -0.245 0.043 -0.076 0.00
C -0.2489 -3.0095 -1.2060 0.058 -0.066 -0.097 0.00
C -1.5325 -3.0580 -1.7595 0.057 -0.050 -0.101 0.00
C -1.7308 -3.5611 -3.0464 0.051 0.042 0.133 0.00
Sb 0.1366 -1.9849 0.6689 -0.027 -0.248 -0.048 0.17
C 1.9331 -3.0870 1.1024 0.089 0.028 0.061 0.01
C 3.0416 -2.3933 1.5939 -0.063 -0.160 -0.064 -0.02
C 4.2160 -3.0662 1.9255 -0.056 -0.036 0.001 0.00
C 4.2934 -4.4432 1.7638 -0.062 0.034 -0.023 0.00
C 3.1993 -5.1455 1.2649 -0.002 0.047 0.022 0.00
C 2.0276 -4.4731 0.9382 0.093 0.098 0.023 0.00
C -1.1642 -3.0872 1.9756 -0.062 0.012 0.024 0.01
C -2.5136 -2.7267 1.9702 0.046 -0.096 0.040 -0.01
C -3.4099 -3.3028 2.8631 0.072 -0.009 -0.026 0.00
C -2.9614 -4.2387 3.7877 0.036 0.056 -0.061 0.00
C -1.6180 -4.5930 3.8129 0.009 0.039 -0.049 0.00
C -0.7221 -4.0209 2.9138 -0.180 0.061 -0.028 0.00
H -0.8132 -4.3904 -4.8066 0.013 -0.005 0.099 0.00
H 1.4769 -4.2967 -3.8528 -0.019 0.018 0.031 0.00
H 1.8332 -3.4168 -1.5862 0.042 -0.020 0.017 0.00
H -2.3947 -2.7025 -1.1928 0.088 -0.083 -0.068 0.00
H -2.7334 -3.6128 -3.4548 0.061 0.028 0.037 0.00
H 2.9883 -1.3180 1.7266 0.003 -0.036 0.021 0.01
H 5.0664 -2.5143 2.3158 -0.077 -0.037 -0.033 0.00
H 5.2020 -4.9717 2.0296 -0.043 0.026 -0.031 0.00
H 3.2585 -6.2214 1.1347 -0.004 0.082 0.013 0.00
H 1.1818 -5.0316 0.5491 0.030 0.022 0.026 0.00
H -2.8663 -1.9813 1.2657 -0.010 0.017 0.023 0.01
H -4.4555 -3.0081 2.8508 0.087 -0.035 0.004 0.00
H -3.6551 -4.6795 4.4937 0.031 0.005 -0.017 0.00
H -1.2616 -5.3125 4.5423 -0.018 0.039 -0.051 0.00
H 0.3223 -4.3021 2.9572 0.015 0.007 0.003 0.00

7
Properties=species:S:1:pos:R:3:forces:R:3:mulliken_charge:R:1 method="wB97M-V/def2-TZVPD" e_lumo_ev="-1.9 / -1.9" mol_weight_g_mol=175.061 homo_lumo_gap_ev="6.848 / 6.849" multiplicity=1 energy_ev=-50834.4779 e_above_lowest_ev=2.025
C -1.1115 0.0873 -1.3123 1.542 1.268 -1.753 0.57
C 0.5811 -0.0603 0.7435 0.295 0.401 -0.855 0.12
O -1.5040 0.2951 -2.3775 0.303 -0.433 1.374 -0.22
S -1.2392 -0.3756 0.2608 0.124 -0.379 1.219 0.01
S 1.3598 0.8091 -0.6281 -1.775 -0.632 -0.226 -0.30
Cl 1.3267 -1.6428 1.0689 -0.232 -0.102 0.120 -0.08
Cl 0.5871 0.8872 2.2446 -0.257 -0.123 0.122 -0.10

16
Properties=species:S:1:pos:R:3:forces:R:3:mulliken_charge:R:1 method="wB97M-V/def2-TZVPD" e_lumo_ev=1.1 mol_weight_g_mol=60.140 homo_lumo_gap_ev=12.445 multiplicity=1 energy_ev=-4341.7315 e_above_lowest_ev=0.797 smiles=CC.CC
C 0.8946 0.4648 1.6032 0.432 1.773 0.149 -0.70
C -0.0688 0.4286 2.8140 -0.121 -1.228 -2.358 -0.83
H 0.4084 0.9221 0.7226 0.073 -0.249 0.404 0.11
H 1.7735 1.1137 1.8079 -0.334 -0.485 -0.141 0.32
H 1.2385 -0.5111 1.2940 0.132 -0.322 0.141 0.28
H 0.4399 0.1462 3.7211 -0.156 0.095 0.371 0.30
H -0.7469 -0.3589 2.4540 -0.194 -0.098 0.966 0.23
H -0.6962 1.3039 2.8507 0.205 0.524 0.491 0.29
C -0.9788 -0.2138 -1.8452 -3.276 0.663 1.186 -0.77
C 0.3061 -0.6192 -2.4928 -0.867 -1.610 -0.526 -0.81
H -1.5543 -1.0031 -1.3538 0.252 -0.725 -0.460 0.28
H -0.9466 0.4335 -0.9474 0.766 0.223 -0.691 0.16
H -1.8067 0.2579 -2.4917 1.646 -0.467 0.457 0.28
H 0.6786 -1.6193 -2.1972 0.362 0.947 1.060 0.27
H 0.9687 0.2123 -2.4407 1.079 0.074 -0.266 0.26
H 0.0899 -0.9576 -3.4989 0.002 0.887 -0.785 0.33

58
Properties=species:S:1:pos:R:3:forces:R:3:mulliken_charge:R:1 method="wB97M-V/def2-TZVPD" e_lumo_ev=-0.7 mol_weight_g_mol=463.559 homo_lumo_gap_ev=7.445 multiplicity=1 energy_ev=-49825.8587 e_above_lowest_ev=1.418
C 3.3223 2.2408 -5.2889 -0.025 0.054 0.026 -1.45
C 2.5451 1.6617 -4.1465 -0.075 -0.071 -0.031 1.08
C 3.0258 1.7749 -2.8445 -0.122 -0.084 0.085 -0.94
C 2.3064 1.2635 -1.7806 0.168 0.041 0.042 -0.70
C 1.0997 0.6364 -2.0197 -0.330 -0.270 0.262 -0.47
C 0.6039 0.5108 -3.3004 -0.165 -0.119 0.072 -0.16
C 1.3295 1.0233 -4.3624 0.126 0.050 0.064 -0.92
H 0.9474 0.9288 -5.3686 -0.032 -0.018 -0.091 0.34
H -0.3416 0.0124 -3.4437 -0.112 -0.035 -0.092 0.52
S 0.1753 -0.0010 -0.6375 0.127 0.764 0.372 2.03
O 1.0698 -0.8052 0.1803 0.112 0.398 -0.318 -0.74
O -0.9884 -0.7015 -1.1476 0.082 0.106 -0.329 -0.78
N -0.2497 1.3973 0.0438 0.300 -0.480 -1.126 -0.74
C -0.5625 1.7763 1.2483 0.217 -1.032 0.258 0.71
C -0.7548 1.0005 2.3940 -0.048 0.459 -0.199 -0.20
C -0.9739 1.5066 3.7145 -0.191 -0.306 0.222 0.47
O -1.0882 0.7715 4.6978 0.069 0.309 -0.297 -0.74
C -1.0724 2.9811 3.8375 -0.003 0.494 0.093 0.17
C -1.3056 3.5391 5.0890 0.024 -0.148 -0.028 -0.62
C -1.4125 4.9102 5.2390 0.002 -0.037 -0.022 -0.50
C -1.2894 5.7398 4.1342 0.006 0.004 -0.023 -0.55
C -1.0591 5.1944 2.8850 0.027 -0.127 -0.123 -0.50
C -0.9469 3.8144 2.7226 -0.124 0.413 0.542 0.20
C -0.6972 3.2782 1.3704 -0.060 0.461 -0.237 0.46
O -0.5933 3.9970 0.4024 -0.029 -0.327 0.357 -0.63
H -0.9600 5.8208 2.0109 0.006 0.038 -0.052 0.49
H -1.3727 6.8103 4.2489 -0.005 0.080 -0.003 0.40
H -1.5925 5.3334 6.2163 -0.015 0.024 0.074 0.40
H -1.4005 2.8718 5.9328 -0.004 -0.044 0.043 0.49
N -0.6830 -0.4108 2.3042 -0.361 -0.388 -0.003 0.53
C -1.3982 -1.1804 1.4944 -0.357 -0.202 0.061 -0.62
N -1.0207 -2.4478 1.6411 -0.385 0.819 0.338 0.24
C -0.0495 -2.4853 2.5961 0.505 0.316 0.508 -0.66
C 0.1575 -1.2106 3.0175 0.333 -0.696 0.109 -0.40
H 0.8207 -0.8142 3.7569 0.079 0.056 0.088 0.54
H 0.4225 -3.3987 2.8924 0.081 -0.160 0.039 0.49
C -1.3854 -3.5349 0.7671 0.097 -0.500 -0.562 -1.06
H -1.6021 -4.4178 1.3735 -0.112 0.167 -0.024 0.27
H -2.2883 -3.2352 0.2332 -0.019 -0.038 0.105 0.47
C -0.2479 -3.7979 -0.2365 -0.177 0.216 -0.244 -0.50
H 0.4258 -2.9389 -0.2077 0.007 -0.139 0.067 0.18
H 0.3187 -4.6839 0.0555 0.062 -0.063 0.016 0.65
C -0.7450 -3.9525 -1.6761 0.190 -0.273 0.032 0.88
C 0.4486 -3.9489 -2.6280 -0.268 0.129 0.145 -1.59
H 1.1195 -4.7768 -2.4060 0.112 -0.107 0.007 0.37
H 0.1147 -4.0442 -3.6584 0.014 -0.026 -0.142 0.41
H 1.0005 -3.0171 -2.5291 0.135 0.088 -0.036 0.32
C -1.5648 -5.2286 -1.8499 0.065 0.308 -0.016 -1.60
H -2.4300 -5.2368 -1.1912 -0.168 -0.080 0.076 0.37
H -0.9550 -6.1022 -1.6268 0.065 -0.140 0.035 0.35
H -1.9185 -5.3144 -2.8744 -0.092 -0.068 -0.096 0.44
H -1.3644 -3.0807 -1.9080 -0.007 -0.022 0.037 0.18
H -2.1324 -0.8318 0.7965 -0.084 0.028 -0.018 0.78
H 2.6651 1.3386 -0.7663 0.125 0.074 0.104 0.46
H 3.9699 2.2698 -2.6683 0.098 0.035 0.036 0.37
H 4.3876 2.0604 -5.1624 0.079 0.003 -0.050 0.37
H 3.0008 1.8150 -6.2358 0.022 -0.003 -0.086 0.36
H 3.1692 3.3193 -5.3305 0.034 0.072 -0.069 0.29